# 1
Molecular formula: C29H48CeNP3S2
Method: DFT, ωB97M-V with the def2-TZVPD basis set

Each line ends with the Löwdin charge.
CARTESIAN COORDINATES (ANGSTROEM)
1 Ce -0.065 0.282 -0.516  0.5200
2 S 1.510 -2.012 2.094  1.1350
3 S 1.227 0.592 -2.967  0.7614
4 P -1.429 2.737 -1.690  0.7284
5 P 1.662 2.394 0.482  0.7304
6 P -1.923 1.439 1.499  0.7477
7 N 0.352 -1.309 1.133  -0.4736
8 C -1.500 -1.753 -4.796  -0.0072
9 C 1.697 -2.873 -8.572  -0.0743
10 C 1.917 0.032 6.220  -0.0269
11 C 2.828 -0.542 4.049  -0.0979
12 C -1.335 4.471 -1.127  -0.2355
13 C 1.340 3.551 1.866  -0.2278
14 C 1.276 -1.363 -4.803  -0.0530
15 C -1.097 -4.887 3.437  -0.0396
16 C 0.599 -1.272 4.658  -0.0909
17 C -3.252 2.505 -1.793  -0.2464
18 C -3.556 0.608 1.322  -0.2300
19 C 1.620 -1.178 3.707  -0.3836
20 C 1.657 -4.419 3.354  -0.0621
21 C 2.493 3.489 -0.729  -0.2280
22 C -1.454 0.851 3.174  -0.2550
23 C 0.702 -2.335 -5.602  -0.0223
24 C -1.064 3.000 -3.470  -0.2617
25 C -2.480 3.123 1.970  -0.2385
26 C 0.741 -0.647 5.899  -0.0348
27 C -0.936 -0.767 -3.996  -0.1107
28 C -0.227 -5.726 4.136  -0.0238
29 C -0.606 -3.801 2.696  -0.0914
30 C 0.770 -3.539 2.694  -0.3971
31 C -0.686 -2.534 -5.624  0.0265
32 C 2.959 0.077 5.294  -0.0415
33 C 0.461 -0.574 -3.964  -0.6213
34 C 0.454 -3.380 -8.542  -0.0966
35 C 1.154 -5.495 4.084  -0.0260
36 C 3.097 1.447 1.133  -0.2324
37 H -0.629 -6.552 4.711  0.1256
38 H -3.642 3.152 -2.592  0.0706
39 H 1.761 4.176 -1.175  0.0383
40 H -2.173 -5.058 3.454  0.1241
41 H 0.659 4.347 1.531  0.0497
42 H -1.711 3.798 -3.854  0.0706
43 H 0.259 -4.382 -8.143  0.0690
44 H -3.114 3.564 1.191  0.0446
45 H -0.402 -2.846 -8.968  0.0685
46 H -3.421 -0.482 1.294  0.0530
47 H 2.551 -3.445 -8.190  0.0678
48 H 1.838 -6.158 4.617  0.1306
49 H -1.228 2.081 -4.043  0.0340
50 H -1.610 3.771 2.142  0.0383
51 H 1.340 -2.906 -6.268  0.0838
52 H -0.301 -1.838 4.427  0.1077
53 H -1.494 -0.303 -1.478  -0.0917
54 H 2.909 1.132 2.168  0.0237
55 H -3.469 1.456 -2.033  0.0455
56 H 3.987 2.090 1.100  0.0774
57 H 3.277 0.547 0.526  0.0551
58 H -1.526 4.541 -0.051  0.0189
59 H -4.187 0.874 2.184  0.0765
60 H 2.290 3.998 2.194  0.0772
61 H -0.012 3.281 -3.591  0.0448
62 H -1.324 -3.169 2.171  0.0979
63 H -4.049 0.927 0.395  0.0364
64 H 2.948 2.882 -1.524  0.0519
65 H 2.731 -4.224 3.322  0.1243
66 H 3.883 0.593 5.544  0.1252
67 H -3.057 3.050 2.905  0.0718
68 H -2.125 1.286 3.928  0.0729
69 H -2.090 5.058 -1.668  0.0773
70 H -0.478 -1.882 1.264  -0.0199
71 H -0.421 1.139 3.409  0.0368
72 H 3.272 4.065 -0.208  0.0757
73 H 2.354 -1.200 -4.805  0.1259
74 H 1.914 -1.895 -9.015  0.0683
75 H -0.078 -0.705 6.615  0.1270
76 H -1.516 -0.243 3.222  0.0338
77 H -0.339 4.877 -1.341  0.0440
78 H 2.020 0.502 7.192  0.1267
79 H -2.581 -1.902 -4.789  0.1333
80 H -3.744 2.760 -0.845  0.0338
81 H -1.592 -0.147 -3.381  0.0554
82 H 3.657 -0.545 3.338  0.1106
83 H 0.879 3.012 2.707  0.0407
84 H -1.123 -3.270 -6.299  0.1270

The value obtained for the frontier orbital gap (spin up / spin down) is 5.472 / 4.520 eV. The charge is +3. The energy relative to the best compared isomer or geometry (same formula, charge and spin) is 0.0 kcal/mol. As for the expectation value of S²: 0.7906. The spin multiplicity is 2.

=====

# 2
Molecular formula: C20H38N2O2
Method: DFT, ωB97M-V with the def2-TZVPD basis set

Each line ends with the Löwdin charge.
CARTESIAN COORDINATES (ANGSTROEM)
1 O 1.280 -1.087 -2.723  -0.1287
2 O -2.507 2.007 2.758  -0.1047
3 N -2.831 0.435 0.011  -0.1945
4 N -1.821 -1.028 -2.207  -0.1680
5 C 1.179 0.176 3.783  -0.2080
6 C -3.147 2.381 1.566  -0.1945
7 C -0.999 0.086 2.539  -0.1363
8 C 2.589 -1.258 -2.205  -0.3557
9 C -2.282 -1.705 -1.014  -0.1780
10 C -1.147 1.603 2.670  -0.3467
11 C -0.441 2.085 3.940  -0.1393
12 C 4.089 -1.064 -0.193  -0.1953
13 C 5.003 -0.112 -0.957  -0.2089
14 C -0.977 -1.820 -3.071  -0.1595
15 C 0.475 -0.305 2.519  -0.2009
16 C 2.656 -0.957 -0.703  -0.1520
17 C -1.272 0.265 -1.849  -0.1662
18 C 1.031 1.687 3.927  -0.2003
19 C -2.365 1.102 -1.191  -0.1667
20 C 0.418 -2.184 -2.536  -0.1967
21 C 4.943 -0.408 -2.453  -0.1999
22 C -3.372 -0.863 -0.355  -0.1788
23 C 3.510 -0.303 -2.964  -0.1387
24 C -3.781 1.226 0.774  -0.1662
25 H -2.693 -2.678 -1.294  0.1244
26 H 1.511 2.024 4.849  0.1076
27 H 0.804 -3.058 -3.087  0.1262
28 H -0.427 0.172 -1.149  0.1198
29 H 0.955 0.145 1.646  0.0983
30 H 4.684 0.917 -0.779  0.1142
31 H -1.516 -2.743 -3.299  0.1195
32 H 0.737 -0.316 4.653  0.1138
33 H 2.238 -0.093 3.748  0.1039
34 H 4.115 -0.834 0.874  0.1065
35 H -3.957 3.048 1.880  0.1239
36 H -4.263 0.566 1.499  0.1247
37 H 2.014 -1.647 -0.152  0.1060
38 H 5.579 0.292 -2.998  0.1086
39 H -2.460 2.953 0.928  0.1117
40 H -0.683 2.084 1.795  0.1524
41 H -0.945 1.638 4.799  0.1233
42 H 4.443 -2.090 -0.322  0.1161
43 H -3.723 -1.367 0.549  0.1216
44 H 2.917 -2.297 -2.381  0.1554
45 H 2.280 0.056 -0.544  0.1176
46 H 5.320 -1.417 -2.637  0.1138
47 H -0.544 3.168 4.021  0.1170
48 H -3.192 1.248 -1.909  0.1277
49 H -4.565 1.648 0.120  0.1245
50 H -1.959 2.080 -0.929  0.1125
51 H -1.500 -0.385 3.388  0.1275
52 H 0.568 -1.390 2.430  0.1091
53 H 3.134 0.712 -2.828  0.1245
54 H -0.836 -1.259 -3.999  0.1263
55 H 6.029 -0.213 -0.598  0.1074
56 H -4.219 -0.762 -1.056  0.1278
57 H 1.532 2.180 3.090  0.1128
58 H 3.464 -0.536 -4.029  0.1183
59 H -0.917 0.756 -2.755  0.1283
60 H 0.352 -2.462 -1.475  0.1121
61 H -1.473 -1.862 -0.279  0.1159
62 H -1.493 -0.235 1.622  0.0834

The value obtained for the frontier orbital gap is 9.308 eV. Its SMILES is C1CCC(OCCN2CCN(CCOC3CCCCC3)CC2)CC1. The energy relative to the best compared isomer or geometry (same formula, charge and spin) is 0.0 kcal/mol.

=====

energy relative to the best compared isomer or geometry (same formula, charge and spin) of number 2 (C20H38N2O2)? 0.0 kcal/mol

=====

Number 2 is which compound? C20H38N2O2